[1]
Formula: C2H6O3Pm
Source: the Open Molecules 2025 dataset
Level of theory: ωB97M-V with the def2-TZVPD basis set

Calculated values
⟨S²⟩ = 8.755
HOMO-LUMO gap (alpha / beta) = 0.216 / 0.293 Ha
E_tot = -24866.5863 eV
Multiplicity = 6
E_LUMO (alpha / beta) = -0.49 / -0.87 eV
Net charge = 0
F_max = 3.00 eV Å⁻¹

Last column: Mulliken charge in e.
Element x y z (Å)
1 O 1.5121 -0.6736 -0.3954  -0.78
2 C 1.2356 0.5634 0.0792  -0.21
3 H 1.6020 1.4106 -0.5356  0.21
4 H 1.7257 0.6850 1.0744  0.28
5 Pm 0.4602 -2.0564 -1.9286  1.30
6 O -1.0837 -0.4891 -2.4815  -0.89
7 H -1.4286 0.2196 -1.8569  0.25
8 C -0.8328 0.0377 1.2413  -0.43
9 O -0.1898 0.9091 0.3480  -0.33
10 H -1.8970 0.2972 1.3785  0.23
11 H -0.7925 -1.0037 0.8721  0.07
12 H -0.3110 0.1002 2.2043  0.28

Force components x, y, z for each atom (eV/Å):
-1.187 -0.950 -1.380
-0.132 0.822 1.617
-0.476 -0.501 -0.127
-0.154 -0.072 -0.233
-0.671 2.839 0.689
0.458 -0.334 1.567
0.841 -1.332 -1.231
0.410 -0.258 0.018
0.597 -0.259 -1.085
0.549 0.194 -0.245
-0.031 0.143 0.242
-0.204 -0.293 0.168

[2]
Formula: C14H18N2O6
Source: the Open Molecules 2025 dataset
Level of theory: ωB97M-V with the def2-TZVPD basis set

Calculated values
HOMO-LUMO gap = 0.339 Ha
E_tot = -30067.7172 eV
Structure (SMILES) = N[C@@H](CCC(=O)O)C(=O)N[C@@H](Cc1ccc(O)cc1)C(=O)O
E_LUMO = 0.19 eV
Net charge = 0
F_max = 7.56 eV Å⁻¹

Last column: Mulliken charge in e.
Element x y z (Å)
1 N -0.1788 -2.2248 -1.6587  -0.67
2 C -0.4001 -0.9550 -0.9145  -0.38
3 C -1.8828 -0.7242 -0.6087  -0.93
4 C -2.5770 -2.0056 0.0348  -0.62
5 C -4.0964 -1.7554 0.0160  0.36
6 O -4.7907 -2.5934 0.5805  -0.54
7 O -4.3025 -0.3772 -0.5015  -0.46
8 C 0.2559 -0.7718 0.5211  -0.57
9 O -0.4562 -0.6831 1.6235  -0.67
10 N 1.6151 -1.0121 0.7201  0.04
11 C 2.8457 -0.4200 -0.0260  0.80
12 C 2.8399 1.1075 0.4573  -0.84
13 C 1.4718 1.7870 0.4717  0.62
14 C 1.0823 2.5190 -0.7438  -1.10
15 C -0.0630 3.0164 -1.0153  -0.28
16 C -1.0519 3.1641 -0.0558  0.88
17 O -2.2969 3.5970 -0.2997  -0.60
18 C -0.7320 2.5645 1.1313  -0.79
19 C 0.3667 1.5968 1.2463  0.10
20 C 4.1086 -1.2649 -0.2098  0.05
21 O 5.0432 -0.5746 -0.6993  -0.54
22 O 4.0261 -2.6044 0.2626  -0.51
23 H 0.7443 -2.1856 -2.0362  0.38
24 H 0.0084 -2.9882 -0.8221  0.36
25 H 0.0929 -0.2694 -1.5551  0.70
26 H -2.2009 -0.6223 -1.5749  0.75
27 H -1.8659 0.1864 0.1111  0.21
28 H -2.2920 -3.0677 -0.3262  0.36
29 H -2.2489 -2.3019 1.0510  0.35
30 H -5.2277 0.0175 -0.3335  0.33
31 H 1.5702 -0.7072 1.9069  0.45
32 H 2.5698 -0.4269 -1.1176  0.16
33 H 3.7544 1.7071 -0.0143  0.32
34 H 3.0492 0.6365 1.6042  0.33
35 H 1.8704 2.6108 -1.4808  0.39
36 H -0.3448 3.7425 -1.8547  0.04
37 H -2.0800 4.5069 -1.0122  0.40
38 H -1.6759 2.3551 1.7921  0.21
39 H 0.2773 0.8666 2.1241  0.49
40 H 3.1542 -2.6661 0.5525  0.40

Force components x, y, z for each atom (eV/Å):
0.484 -2.371 4.515
0.207 -0.681 2.330
2.516 -0.893 2.572
0.573 -0.014 -0.799
0.987 -0.484 1.809
-0.147 3.058 -2.029
-2.547 -2.290 1.498
-1.386 -2.199 2.484
2.376 -1.554 -4.694
0.838 1.288 4.033
-4.074 0.480 -2.075
2.339 -2.393 2.941
-0.464 0.215 -3.403
6.400 -2.520 1.106
-4.972 5.098 -2.537
0.756 -2.234 1.724
1.086 5.198 -3.366
-2.603 -3.328 1.448
-0.569 2.399 3.451
1.982 2.453 0.925
-2.654 -4.257 1.702
3.512 3.276 -2.529
0.771 0.096 -0.636
-0.915 1.936 -2.843
-0.184 1.579 -0.484
-1.960 0.928 -2.073
-0.910 -1.567 -1.682
-0.810 1.909 -0.892
-0.551 1.415 0.076
1.795 -1.471 -0.202
0.990 -1.439 -4.142
-0.405 0.105 0.685
-2.176 -1.252 1.310
0.066 2.767 -2.267
0.123 0.064 -0.175
1.187 -1.584 0.135
-1.548 -4.035 3.011
2.079 0.639 -0.758
0.607 2.036 -1.219
-2.802 -0.374 1.049